(1)
{
  "formula": "C28H22IN2ORuS2",
  "method": "ωB97M-V with the def2-TZVPD basis set",
  "symbols": ["Ru", "I", "C", "C", "C", "C", "C", "C", "C", "C", "C", "C", "H", "H", "H", "H", "H", "H", "N", "C", "S", "C", "C", "C", "N", "C", "C", "H", "H", "H", "H", "H", "H", "O", "S", "C", "C", "C", "C", "C", "C", "C", "C", "C", "C", "C", "C", "H", "H", "H", "H", "H", "H", "H", "H", "H", "H"],
  "coordinates": [[-0.462, -1.287, -0.173], [-0.483, 1.024, -1.545], [-2.508, 1.183, -1.129], [-3.251, 2.161, -1.782], [-4.581, 2.321, -1.438], [-5.148, 1.520, -0.438], [-4.392, 0.538, 0.216], [-4.964, -0.230, 1.247], [-4.203, -1.191, 1.915], [-2.889, -1.412, 1.547], [-2.282, -0.694, 0.494], [-3.029, 0.325, -0.149], [-2.804, 2.797, -2.534], [-5.179, 3.076, -1.931], [-6.185, 1.665, -0.159], [-5.996, -0.060, 1.530], [-4.648, -1.771, 2.712], [-2.330, -2.169, 2.078], [2.091, -5.904, 4.595], [2.603, -5.035, 3.734], [4.175, -4.882, 3.300], [1.650, -4.144, 3.007], [0.606, -4.675, 2.249], [-0.148, -3.837, 1.458], [0.071, -2.512, 1.423], [1.030, -1.981, 2.220], [1.843, -2.761, 3.003], [2.709, -6.542, 5.078], [1.127, -5.873, 4.889], [0.409, -5.740, 2.233], [-0.943, -4.219, 0.828], [1.136, -0.903, 2.214], [2.624, -2.312, 3.603], [-1.135, -2.457, -1.723], [-0.550, -3.771, -2.348], [-0.381, -3.486, -4.063], [0.245, -2.346, -4.560], [0.375, -2.214, -5.928], [-0.097, -3.218, -6.774], [-0.719, -4.346, -6.261], [-0.880, -4.486, -4.888], [1.130, -3.788, -1.765], [1.732, -2.625, -1.305], [3.028, -2.649, -0.814], [3.722, -3.854, -0.803], [3.120, -5.014, -1.274], [1.814, -4.992, -1.753], [0.614, -1.577, -3.893], [0.851, -1.337, -6.345], [0.020, -3.111, -7.844], [-1.091, -5.113, -6.926], [-1.390, -5.349, -4.477], [1.218, -1.659, -1.413], [3.506, -1.741, -0.470], [4.742, -3.883, -0.440], [3.669, -5.946, -1.270], [1.345, -5.902, -2.112]],
  "mulliken_charge": [-0.12, 0.26, 0.62, -0.66, -0.67, -0.85, 0.76, -0.64, -1.11, -0.30, 0.74, 0.79, 0.44, 0.43, 0.45, 0.46, 0.44, 0.40, -0.29, 0.22, 0.16, 0.29, -0.58, -0.30, -0.09, -0.53, -0.47, 0.26, 0.26, 0.52, 0.59, 0.52, 0.59, -0.46, 0.02, 0.85, -0.13, -0.71, -0.48, -0.65, -0.41, 1.32, -0.09, -0.63, -0.68, -0.75, -0.70, 0.22, 0.43, 0.43, 0.43, 0.45, -0.17, 0.55, 0.59, 0.47, 0.51],
  "spin_multiplicity": 5,
  "charge": 3,
  "energy_ha": -2452.8142,
  "largest_force_ev_per_a": 2.7,
  "homo_lumo_gap_ev": [6.0494, 3.8068]
}

=====

(2)
{
  "formula": "C19H44F3NO4PS4",
  "method": "ωB97M-V with the def2-TZVPD basis set",
  "symbols": ["F", "C", "F", "F", "C", "C", "P", "C", "C", "C", "C", "N", "C", "C", "C", "C", "H", "H", "H", "H", "H", "H", "H", "H", "H", "H", "H", "H", "H", "H", "H", "H", "H", "H", "H", "H", "C", "S", "O", "C", "H", "H", "H", "H", "H", "H", "C", "S", "O", "C", "H", "H", "H", "H", "H", "H", "C", "S", "O", "C", "H", "H", "H", "H", "H", "H", "C", "S", "O", "C", "H", "H", "H", "H", "H", "H"],
  "coordinates": [[2.251, -1.264, 2.836], [3.038, -0.756, 1.889], [4.173, -0.317, 2.455], [3.433, -1.861, 1.149], [2.394, 0.239, 0.959], [2.362, 1.705, 1.440], [0.922, 2.175, 2.703], [-0.377, 2.137, 1.289], [-1.867, 2.051, 1.691], [-2.217, 1.139, 2.892], [-3.253, 0.067, 2.566], [-2.813, -0.910, 1.583], [-3.614, -1.863, 0.998], [-2.861, -2.584, 0.107], [-1.526, -2.061, 0.125], [-1.569, -1.060, 1.067], [1.417, -0.151, 0.673], [3.009, 0.198, 0.055], [3.309, 1.894, 1.951], [2.284, 2.333, 0.549], [0.725, 0.734, 3.010], [1.903, 2.210, 3.743], [1.228, 3.612, 2.388], [-0.093, 2.607, 3.694], [-0.254, 3.083, 0.752], [-0.160, 1.366, 0.544], [-2.287, 3.041, 1.857], [-2.389, 1.634, 0.831], [-2.684, 1.753, 3.664], [-1.360, 0.667, 3.368], [-4.157, 0.554, 2.192], [-3.520, -0.466, 3.482], [-4.654, -1.980, 1.254], [-3.186, -3.403, -0.515], [-0.684, -2.376, -0.458], [-0.756, -0.435, 1.400], [-4.909, 0.539, -1.863], [-3.246, 1.223, -1.880], [-3.261, 2.417, -1.004], [-3.311, 1.823, -3.576], [-5.093, 0.140, -0.868], [-5.631, 1.325, -2.089], [-4.978, -0.266, -2.597], [-4.140, 2.523, -3.685], [-3.431, 0.980, -4.257], [-2.372, 2.329, -3.789], [4.867, 4.776, 5.240], [4.610, 2.993, 5.266], [3.163, 2.758, 5.053], [4.949, 2.792, 7.030], [4.666, 5.125, 4.229], [4.178, 5.256, 5.937], [5.900, 5.002, 5.509], [4.258, 3.407, 7.607], [5.981, 3.078, 7.242], [4.802, 1.744, 7.278], [-0.578, -6.202, -2.506], [0.077, -4.533, -2.365], [-0.836, -3.641, -3.124], [1.527, -4.816, -3.391], [-1.519, -6.238, -1.963], [-0.748, -6.442, -3.557], [0.128, -6.906, -2.064], [1.217, -5.151, -4.382], [2.165, -5.564, -2.920], [2.068, -3.875, -3.471], [-0.549, -1.933, -6.041], [0.044, -0.246, -5.897], [-0.918, 0.620, -6.630], [1.479, -0.461, -6.962], [-1.473, -2.015, -5.474], [-0.737, -2.167, -7.090], [0.187, -2.618, -5.622], [1.156, -0.796, -7.949], [2.155, -1.189, -6.514], [1.981, 0.500, -7.047]],
  "mulliken_charge": [-0.25, 0.84, -0.30, -0.35, -0.33, -1.17, 0.79, -1.16, 0.18, -0.84, -0.79, 0.48, -0.97, -0.47, -0.31, -0.40, -0.09, 0.40, 0.27, 0.42, -0.31, -0.34, -0.15, 0.00, 0.71, 0.26, 0.55, -0.53, 0.37, 0.31, 0.39, 0.41, 0.46, 0.43, 0.62, 0.08, -0.99, 0.77, -0.69, -1.11, 0.22, 0.39, 0.34, 0.35, 0.35, 0.34, -0.98, 0.47, -0.62, -1.04, 0.32, 0.29, 0.37, 0.30, 0.38, 0.32, -1.02, 0.63, -0.52, -1.09, 0.30, 0.31, 0.39, 0.32, 0.42, 0.30, -0.77, 0.58, -0.64, -0.95, 0.28, 0.39, 0.16, 0.28, 0.34, 0.31],
  "spin_multiplicity": 1,
  "charge": -1,
  "energy_ha": -3339.5124,
  "largest_force_ev_per_a": 1.6,
  "homo_lumo_gap_ev": 4.3891
}